[1]
{
  "formula": "C23H54N2O4P2Si",
  "method": "ωB97M-V/def2-TZVPD",
  "symbols": ["C", "Si", "C", "C", "O", "C", "C", "P", "P", "O", "H", "H", "H", "H", "H", "H", "H", "H", "H", "H", "H", "H", "H", "H", "H", "H", "H", "H", "C", "C", "C", "C", "C", "C", "N", "O", "C", "C", "C", "H", "H", "H", "H", "H", "H", "H", "H", "H", "H", "H", "H", "H", "H", "H", "H", "H", "H", "C", "C", "C", "C", "C", "C", "N", "O", "C", "C", "C", "H", "H", "H", "H", "H", "H", "H", "H", "H", "H", "H", "H", "H", "H", "H", "H", "H", "H"],
  "xyz": [[-0.143, 2.789, 4.289], [-1.972, 2.663, 4.639], [-2.732, 4.325, 4.258], [-2.230, 2.246, 6.445], [-2.740, 1.449, 3.809], [-3.070, 1.574, 2.434], [-2.571, 0.379, 1.636], [-0.842, 0.616, 0.979], [1.292, 1.235, 0.391], [1.574, 2.511, 1.113], [0.181, 3.808, 4.512], [0.160, 2.588, 3.259], [0.407, 2.109, 4.942], [-3.821, 4.332, 4.281], [-2.346, 5.058, 4.971], [-2.420, 4.666, 3.265], [-1.293, 2.247, 7.002], [-2.683, 1.259, 6.538], [-2.919, 2.962, 6.897], [-2.676, 2.508, 2.013], [-4.158, 1.632, 2.346], [-3.240, 0.228, 0.781], [-2.614, -0.523, 2.247], [-0.899, -0.471, 0.071], [-1.164, 1.917, 0.487], [-0.259, 0.360, 2.251], [2.215, 0.222, 0.753], [1.421, 1.396, -1.015], [-3.411, -5.228, -1.687], [-2.699, -4.749, -0.402], [-2.530, -5.868, 0.636], [-3.775, -6.206, 1.452], [-4.373, -4.940, 2.061], [-4.683, -3.878, 1.007], [-3.421, -3.599, 0.235], [-2.639, -2.810, 0.860], [-5.845, -4.351, 0.126], [-5.121, -2.577, 1.664], [-1.313, -4.271, -0.816], [-4.461, -4.968, -1.730], [-2.952, -4.762, -2.559], [-3.324, -6.309, -1.802], [-1.748, -5.558, 1.336], [-2.152, -6.752, 0.120], [-4.512, -6.736, 0.843], [-3.495, -6.892, 2.252], [-5.294, -5.165, 2.602], [-3.669, -4.525, 2.788], [-6.042, -3.641, -0.679], [-6.738, -4.407, 0.749], [-5.702, -5.336, -0.307], [-4.391, -2.219, 2.386], [-6.065, -2.745, 2.182], [-5.272, -1.798, 0.915], [-1.378, -3.383, -1.444], [-0.842, -5.069, -1.393], [-0.682, -4.041, 0.039], [6.923, 2.674, -4.593], [6.027, 1.769, -3.718], [4.771, 1.284, -4.458], [3.636, 2.300, -4.567], [3.310, 2.887, -3.194], [4.533, 3.505, -2.520], [5.608, 2.457, -2.456], [5.439, 1.647, -1.485], [4.951, 4.766, -3.288], [4.218, 3.940, -1.096], [6.860, 0.550, -3.345], [6.804, 3.731, -4.395], [7.972, 2.449, -4.402], [6.733, 2.505, -5.654], [4.385, 0.412, -3.921], [5.074, 0.932, -5.446], [3.881, 3.089, -5.284], [2.751, 1.797, -4.963], [2.535, 3.653, -3.270], [2.915, 2.094, -2.553], [5.866, 5.191, -2.873], [4.157, 5.505, -3.176], [5.090, 4.614, -4.355], [3.817, 3.140, -0.480], [3.474, 4.737, -1.122], [5.114, 4.328, -0.610], [7.688, 0.829, -2.694], [7.268, 0.129, -4.265], [6.273, -0.214, -2.841]],
  "spin_multiplicity": 3,
  "homo_energy_ev": [-7.8098, -7.8138],
  "relative_energy_ev": 0.0000,
  "gap_ev": [8.4, 8.1],
  "largest_force_ha_per_bohr": 0.0155,
  "energy_ha": -2291.27214
}

***

[2]
{
  "formula": "C19H49Cl2InN5O6S",
  "method": "ωB97M-V/def2-TZVPD",
  "symbols": ["C", "C", "Cl", "C", "Cl", "In", "S", "O", "N", "O", "H", "H", "H", "H", "H", "C", "C", "C", "O", "C", "N", "H", "H", "H", "H", "H", "H", "H", "H", "H", "H", "H", "C", "C", "C", "O", "C", "N", "H", "H", "H", "H", "H", "H", "H", "H", "H", "H", "H", "C", "C", "C", "O", "C", "N", "H", "H", "H", "H", "H", "H", "H", "H", "H", "H", "H", "C", "C", "C", "O", "C", "N", "H", "H", "H", "H", "H", "H", "H", "H", "H", "H", "H"],
  "xyz": [[3.302, 6.155, 0.330], [1.742, 5.956, 0.003], [1.097, 4.268, -0.305], [0.861, 7.065, -0.028], [1.566, 8.743, 0.297], [-1.380, 6.788, -0.432], [-2.554, 8.320, 1.215], [-2.039, 4.827, 0.109], [-2.269, 4.854, 1.431], [-1.894, 3.829, 1.949], [3.811, 5.146, 0.506], [3.841, 6.748, -0.474], [3.334, 6.736, 1.316], [-1.826, 7.177, -2.125], [-1.527, 9.039, 1.797], [2.389, -1.571, 0.244], [1.285, -0.589, -0.141], [0.945, -0.605, -1.644], [1.892, 0.065, -2.470], [3.038, -0.704, -2.791], [1.662, 0.754, 0.314], [3.384, -1.218, -0.035], [2.400, -1.722, 1.327], [2.229, -2.546, -0.225], [0.383, -0.891, 0.401], [0.005, -0.062, -1.781], [0.769, -1.625, -2.007], [2.804, -1.766, -2.904], [3.812, -0.562, -2.035], [3.434, -0.334, -3.739], [0.882, 1.387, 0.147], [2.387, 1.095, -0.317], [4.786, -6.491, 3.135], [3.685, -5.508, 2.748], [3.347, -5.523, 1.244], [4.299, -4.852, 0.421], [5.444, -5.623, 0.102], [4.064, -4.164, 3.203], [5.781, -6.140, 2.858], [4.794, -6.643, 4.218], [4.624, -7.466, 2.666], [2.781, -5.808, 3.287], [2.408, -4.978, 1.106], [3.170, -6.541, 0.881], [5.209, -6.684, -0.013], [6.217, -5.482, 0.860], [5.844, -5.251, -0.845], [3.286, -3.530, 3.035], [4.791, -3.825, 2.574], [-7.080, 8.294, -4.486], [-5.576, 8.507, -4.638], [-4.738, 7.759, -3.583], [-4.738, 8.364, -2.297], [-5.874, 8.061, -1.507], [-5.295, 9.948, -4.628], [-7.506, 8.873, -3.665], [-7.601, 8.605, -5.396], [-7.312, 7.239, -4.315], [-5.293, 8.111, -5.620], [-3.693, 7.775, -3.911], [-5.024, 6.703, -3.514], [-6.240, 7.045, -1.681], [-6.667, 8.790, -1.690], [-5.584, 8.150, -0.458], [-4.308, 10.089, -4.831], [-5.391, 10.267, -3.664], [-0.992, -6.179, 2.306], [-0.469, -7.344, 1.470], [-1.341, -8.611, 1.565], [-1.180, -9.347, 2.773], [-1.920, -8.840, 3.872], [0.923, -7.616, 1.851], [-0.788, -6.300, 3.371], [-0.514, -5.246, 1.995], [-2.071, -6.057, 2.176], [-0.478, -7.020, 0.424], [-1.030, -9.293, 0.766], [-2.399, -8.387, 1.386], [-2.879, -8.414, 3.564], [-1.330, -8.098, 4.414], [-2.113, -9.668, 4.557], [1.301, -8.324, 1.225], [0.903, -8.084, 2.758]],
  "charge": -1,
  "homo_energy_ev": -5.1290,
  "gap_ev": 6.9,
  "largest_force_ha_per_bohr": 0.0651,
  "energy_ha": -2987.10550
}

***

[3]
{
  "formula": "H6O3",
  "method": "ωB97M-V/def2-TZVPD",
  "symbols": ["O", "H", "H", "O", "H", "H", "O", "H", "H"],
  "xyz": [[-0.262, -1.021, 23.444], [-0.503, -1.872, 23.077], [0.623, -0.861, 23.117], [-1.581, -3.297, 20.729], [-1.458, -4.243, 20.813], [-1.591, -3.140, 19.784], [-0.894, -0.531, 20.530], [-1.096, -1.355, 20.974], [-0.952, 0.132, 21.218]],
  "spin_multiplicity": 2,
  "charge": -1,
  "homo_energy_ev": [1.0246, -6.8739],
  "relative_energy_ev": 0.2686,
  "gap_ev": [3.1, 10.9],
  "largest_force_ha_per_bohr": 0.0293,
  "energy_ha": -229.27512
}

***

[4]
{
  "formula": "C18H8Br4N2O9Pd",
  "method": "ωB97M-V/def2-TZVPD",
  "symbols": ["Pd", "Br", "C", "C", "Br", "C", "Br", "C", "O", "C", "O", "C", "Br", "O", "C", "C", "O", "C", "C", "O", "C", "O", "O", "O", "C", "N", "C", "O", "C", "C", "C", "C", "N", "C", "H", "H", "H", "H", "H", "H", "H", "H"],
  "xyz": [[1.188, 0.141, -0.558], [3.583, -1.078, -6.867], [3.160, -0.295, -5.224], [3.546, 1.094, -4.984], [4.451, 2.027, -6.329], [3.260, 1.711, -3.806], [3.701, 3.471, -3.372], [2.543, 0.985, -2.796], [2.225, 1.490, -1.657], [2.190, -0.378, -3.029], [1.615, -0.986, -2.056], [2.508, -1.015, -4.274], [1.970, -2.787, -4.446], [-1.550, -5.356, -0.984], [-1.123, -4.273, -0.719], [-1.807, -2.925, -1.025], [-2.892, -2.740, -1.498], [-0.828, -1.856, -0.603], [0.335, -2.474, 0.016], [1.243, -1.788, 0.517], [0.213, -3.974, -0.017], [1.003, -4.752, 0.441], [-0.921, -0.628, -0.724], [-5.312, 1.552, 1.837], [-4.594, 1.433, 3.050], [-3.210, 1.419, 2.631], [-2.210, 1.421, 3.530], [-2.418, 1.441, 4.731], [-0.791, 1.396, 3.017], [0.240, 1.485, 3.938], [1.544, 1.448, 3.487], [1.776, 1.298, 2.133], [0.793, 1.193, 1.229], [-0.467, 1.249, 1.680], [-6.239, 1.356, 1.999], [-4.844, 0.509, 3.579], [-4.770, 2.283, 3.714], [-3.049, 1.389, 1.639], [-0.008, 1.576, 4.987], [2.383, 1.522, 4.163], [2.784, 1.262, 1.737], [-1.221, 1.152, 0.910]],
  "homo_energy_ev": -7.2986,
  "relative_energy_ev": 0.1828,
  "gap_ev": 3.3,
  "largest_force_ha_per_bohr": 0.0301,
  "energy_ha": -11901.22259
}

***

[5]
{
  "formula": "C23H17N3O3",
  "method": "ωB97M-V/def2-TZVPD",
  "symbols": ["C", "C", "C", "C", "C", "N", "C", "C", "C", "C", "C", "C", "N", "C", "C", "C", "O", "N", "C", "C", "C", "C", "C", "C", "O", "C", "O", "C", "C", "H", "H", "H", "H", "H", "H", "H", "H", "H", "H", "H", "H", "H", "H", "H", "H", "H"],
  "xyz": [[-6.108, -1.233, 0.922], [-4.874, -0.409, 0.724], [-4.826, 0.898, 1.254], [-3.725, 1.687, 1.095], [-2.599, 1.209, 0.389], [-1.529, 2.013, 0.275], [-0.484, 1.588, -0.396], [0.692, 2.464, -0.465], [0.640, 3.772, 0.017], [1.782, 4.549, -0.048], [2.936, 4.000, -0.587], [2.885, 2.689, -1.039], [1.802, 1.940, -0.984], [-0.432, 0.315, -1.004], [-1.487, -0.549, -0.854], [-1.413, -1.912, -1.462], [-2.267, -2.379, -2.187], [-0.271, -2.609, -1.192], [0.781, -2.247, -0.336], [0.522, -1.757, 0.938], [1.549, -1.338, 1.778], [2.833, -1.446, 1.305], [3.100, -1.976, 0.041], [2.096, -2.388, -0.798], [4.450, -1.989, -0.172], [5.028, -1.417, 0.983], [4.013, -1.111, 1.914], [-2.639, -0.108, -0.153], [-3.790, -0.895, 0.040], [-6.298, -1.381, 1.985], [-6.973, -0.724, 0.498], [-6.007, -2.205, 0.445], [-5.686, 1.270, 1.793], [-3.681, 2.686, 1.498], [-0.286, 4.141, 0.428], [1.776, 5.567, 0.316], [3.849, 4.570, -0.655], [3.756, 2.212, -1.470], [0.455, 0.054, -1.557], [-0.141, -3.440, -1.755], [-0.498, -1.693, 1.283], [1.346, -0.945, 2.759], [2.309, -2.784, -1.777], [5.738, -2.130, 1.431], [5.566, -0.495, 0.706], [-3.815, -1.887, -0.386]],
  "homo_energy_ev": -7.9261,
  "relative_energy_ev": 0.0000,
  "gap_ev": 7.8,
  "largest_force_ha_per_bohr": 0.0244,
  "energy_ha": -1276.67966,
  "smiles": "Cc1ccc2nc(-c3ccccn3)cc(C(=O)Nc3ccc4c(c3)OCO4)c2c1"
}

***

[6]
{
  "formula": "C34H38Cl4N5O9RbS3",
  "method": "ωB97M-V/def2-TZVPD",
  "symbols": ["Rb", "Cl", "C", "Cl", "H", "H", "Cl", "C", "Cl", "H", "H", "S", "C", "C", "C", "N", "C", "C", "C", "C", "C", "N", "C", "C", "H", "H", "H", "H", "H", "H", "H", "H", "C", "C", "O", "C", "C", "H", "H", "H", "H", "H", "H", "H", "H", "H", "H", "C", "C", "O", "O", "H", "H", "H", "C", "C", "C", "C", "C", "C", "C", "S", "O", "O", "O", "H", "H", "H", "H", "H", "H", "H", "O", "S", "O", "O", "C", "N", "C", "C", "C", "N", "C", "C", "C", "N", "C", "C", "H", "H", "H", "H", "H", "H"],
  "xyz": [[0.051, 0.801, -0.994], [-2.132, -0.518, 3.255], [-1.704, -1.899, 2.223], [-1.496, -1.466, 0.528], [-2.519, -2.610, 2.274], [-0.759, -2.296, 2.583], [2.470, 0.964, -3.273], [2.428, 2.736, -3.167], [3.729, 3.502, -4.138], [2.548, 3.006, -2.120], [1.478, 3.060, -3.573], [-5.975, 4.613, 1.318], [-4.588, 3.542, 1.039], [-3.283, 3.993, 1.176], [-2.252, 3.095, 0.953], [-2.442, 1.823, 0.599], [-3.696, 1.416, 0.432], [-4.798, 2.228, 0.654], [-5.935, 4.772, 3.084], [-5.546, 5.961, 3.681], [-5.550, 6.053, 5.066], [-5.903, 5.058, 5.877], [-6.269, 3.916, 5.290], [-6.309, 3.727, 3.920], [-3.070, 5.020, 1.445], [-1.219, 3.412, 1.060], [-3.816, 0.393, 0.094], [-5.799, 1.847, 0.505], [-5.245, 6.805, 3.074], [-5.244, 6.978, 5.542], [-6.550, 3.104, 5.952], [-6.615, 2.775, 3.504], [2.801, -2.173, -0.591], [1.608, -2.778, -1.285], [1.254, -1.974, -2.407], [0.099, -2.441, -3.084], [-0.058, -1.619, -4.339], [3.138, -2.829, 0.215], [2.570, -1.206, -0.145], [3.627, -2.050, -1.296], [0.753, -2.856, -0.603], [1.832, -3.793, -1.642], [-0.777, -2.347, -2.431], [0.219, -3.506, -3.331], [-0.217, -0.568, -4.103], [-0.909, -1.971, -4.926], [0.845, -1.695, -4.949], [4.012, 1.579, 0.507], [2.500, 1.675, 0.410], [2.015, 2.707, -0.135], [1.831, 0.697, 0.836], [4.436, 2.516, 0.870], [4.418, 1.409, -0.495], [4.319, 0.751, 1.145], [-4.191, -0.634, -8.509], [-3.766, -0.223, -7.124], [-4.038, -1.026, -6.024], [-3.631, -0.661, -4.745], [-2.944, 0.526, -4.555], [-2.664, 1.344, -5.645], [-3.073, 0.969, -6.913], [-2.412, 1.025, -2.938], [-1.099, 1.626, -3.166], [-3.413, 1.961, -2.467], [-2.330, -0.221, -2.168], [-4.731, -1.581, -8.489], [-3.329, -0.755, -9.169], [-4.846, 0.110, -8.969], [-4.568, -1.961, -6.169], [-3.822, -1.303, -3.895], [-2.106, 2.259, -5.491], [-2.839, 1.609, -7.758], [8.359, -5.568, 6.352], [8.031, -5.615, 4.939], [6.977, -6.541, 4.589], [9.178, -5.624, 4.052], [7.313, -3.963, 4.647], [8.145, -2.939, 4.884], [7.645, -1.731, 4.677], [6.344, -1.508, 4.257], [5.566, -2.633, 4.053], [6.052, -3.858, 4.237], [4.132, -2.551, 3.625], [3.445, -3.709, 3.281], [2.115, -3.607, 2.919], [1.430, -2.461, 2.894], [2.090, -1.349, 3.222], [3.432, -1.353, 3.579], [8.311, -0.891, 4.856], [5.983, -0.504, 4.092], [3.955, -4.663, 3.307], [1.568, -4.501, 2.635], [1.531, -0.424, 3.178], [3.897, -0.410, 3.831]],
  "charge": -2,
  "homo_energy_ev": -4.0128,
  "relative_energy_ev": 0.8761,
  "gap_ev": 7.0,
  "largest_force_ha_per_bohr": 0.0175,
  "energy_ha": -5328.98322
}

***

[7]
{
  "formula": "C3H4FNO",
  "method": "ωB97M-V/def2-TZVPD",
  "symbols": ["C", "C", "C", "N", "O", "F", "H", "H", "H", "H"],
  "xyz": [[1.026, -0.465, -0.789], [1.048, -1.049, 0.326], [-0.143, 0.540, 0.071], [-1.522, 0.278, -0.043], [0.293, -0.285, 1.163], [0.204, 1.862, 0.088], [1.420, -0.339, -1.743], [1.709, -1.699, 0.794], [-1.898, 0.317, 0.855], [-2.138, 0.840, -0.723]],
  "homo_energy_ev": -9.4316,
  "relative_energy_ev": 2.7223,
  "gap_ev": 10.5,
  "largest_force_ha_per_bohr": 0.1139,
  "energy_ha": -346.46873
}

***

[8]
{
  "formula": "C21H21Br2NO6",
  "method": "ωB97M-V/def2-TZVPD",
  "symbols": ["C", "O", "C", "C", "C", "C", "C", "O", "C", "O", "C", "O", "C", "C", "N", "C", "O", "C", "C", "C", "C", "C", "Br", "C", "Br", "C", "C", "O", "C", "C", "H", "H", "H", "H", "H", "H", "H", "H", "H", "H", "H", "H", "H", "H", "H", "H", "H", "H", "H", "H", "H"],
  "xyz": [[6.139, -1.514, -4.796], [4.857, -1.935, -5.205], [3.892, -2.105, -4.276], [4.057, -1.904, -2.905], [3.001, -2.107, -2.039], [1.755, -2.516, -2.513], [0.588, -2.754, -1.651], [-0.484, -3.124, -2.071], [0.780, -2.518, -0.148], [-0.440, -2.751, 0.534], [-1.379, -1.825, 0.368], [-1.221, -0.793, -0.235], [-2.640, -2.174, 1.130], [-2.624, -1.403, 2.461], [-2.375, 0.000, 2.218], [-1.096, 0.514, 2.149], [-0.104, -0.080, 2.479], [-1.196, 1.942, 1.653], [-0.801, 2.953, 2.740], [-2.050, 2.951, 3.629], [-3.010, 3.293, 2.486], [-2.392, 4.585, 1.950], [-3.046, 6.135, 2.970], [-0.885, 4.372, 2.166], [0.152, 4.634, 0.525], [-2.695, 2.190, 1.459], [-3.363, 0.875, 1.820], [-4.536, 0.622, 1.806], [1.599, -2.715, -3.891], [2.644, -2.515, -4.757], [6.602, -2.238, -4.119], [6.729, -1.444, -5.708], [6.102, -0.533, -4.313], [5.007, -1.587, -2.504], [3.161, -1.943, -0.985], [1.499, -3.226, 0.267], [1.107, -1.487, 0.029], [-3.503, -1.861, 0.542], [-2.679, -3.244, 1.320], [-3.590, -1.497, 2.961], [-1.822, -1.772, 3.105], [-0.593, 2.035, 0.749], [0.150, 2.727, 3.217], [-2.247, 1.984, 4.087], [-2.027, 3.715, 4.406], [-4.067, 3.370, 2.733], [-2.657, 4.795, 0.914], [-0.471, 5.095, 2.870], [-2.990, 2.470, 0.447], [0.632, -3.029, -4.254], [2.530, -2.666, -5.819]],
  "homo_energy_ev": -8.9771,
  "relative_energy_ev": 0.0000,
  "gap_ev": 9.3,
  "largest_force_ha_per_bohr": 0.0116,
  "energy_ha": -6467.13770,
  "smiles": "COc1ccc(C(=O)COC(=O)CCN2C(=O)[C@@H]3[C@@H]4C[C@@H]([C@@H](Br)[C@@H]4Br)[C@@H]3C2=O)cc1"
}